Record 1
Molecular formula: C3H6O3
Method: DFT, wB97M-V/def2-TZVPD

Each line ends with the Mulliken charge.
Atoms and positions in Å:
O1 0.88 -1.24 -2.00  -0.556
C1 0.83 -0.66 -0.95  0.444
O2 1.92 -0.17 -0.33  -0.427
C2 -0.41 -0.47 -0.12  -0.459
C3 -0.40 0.63 0.93  -0.191
O3 -1.68 1.28 1.05  -0.529
H1 2.70 -0.36 -0.87  0.337
H2 -0.59 -1.46 0.31  0.226
H3 -1.24 -0.33 -0.83  0.310
H4 0.36 1.36 0.68  0.261
H5 -0.20 0.23 1.91  0.276
H6 -2.17 1.20 0.22  0.308

* total charge: 0
* spin multiplicity: 1
* HOMO level: -10.582 eV
* relative energy (zero: lowest compared OMol25 entry of this formula, charge and spin): 51.9 kJ/mol

Record 2
Molecular formula: C3H6O3
Method: DFT, wB97M-V/def2-TZVPD

Each line ends with the Mulliken charge.
Atoms and positions in Å:
O1 1.28 0.56 -0.29  -0.378
C1 1.41 0.30 1.09  -0.395
C2 0.16 -0.01 0.40  0.003
O2 -1.93 1.26 -1.24  -0.680
C3 -0.15 -1.38 -0.11  -0.101
O3 -1.23 -1.67 -0.57  -0.483
H1 -1.03 1.38 -1.57  0.336
H2 1.43 1.19 1.72  0.248
H3 2.12 -0.48 1.36  0.244
H4 -0.70 0.65 0.50  0.563
H5 -2.04 0.30 -1.20  0.334
H6 0.69 -2.11 -0.10  0.308

* total charge: 0
* spin multiplicity: 1
* HOMO level: -10.526 eV
* relative energy (zero: lowest compared OMol25 entry of this formula, charge and spin): 235.6 kJ/mol

Record 3
Molecular formula: C3H6O3
Method: DFT, wB97M-V/def2-TZVPD

Each line ends with the Mulliken charge.
Atoms and positions in Å:
O1 0.18 -0.98 -0.16  -0.536
C1 0.30 0.41 -0.44  -0.160
C2 1.50 1.03 0.25  -1.120
O2 -2.68 -0.88 -1.00  -0.401
C3 -2.44 -1.46 -0.02  0.846
O3 -2.26 -2.04 0.97  -0.428
H1 0.22 -1.09 0.80  0.313
H2 -0.62 0.95 -0.16  0.242
H3 0.39 0.48 -1.53  0.275
H4 1.61 2.08 -0.03  0.346
H5 2.41 0.49 -0.02  0.279
H6 1.39 0.99 1.34  0.345

* total charge: 0
* spin multiplicity: 1
* HOMO level: -10.632 eV
* relative energy (zero: lowest compared OMol25 entry of this formula, charge and spin): 0.2 kJ/mol

Record 4
Molecular formula: C3H6O3
Method: DFT, wB97M-V/def2-TZVPD

Each line ends with the Mulliken charge.
Atoms and positions in Å:
O1 -1.19 1.12 0.36  -0.579
C1 -1.17 -0.27 0.33  -0.414
C2 0.20 -0.91 0.48  -0.402
O2 0.98 -0.65 -0.71  -0.286
C3 1.25 0.61 -1.00  0.204
O3 1.15 1.60 -0.30  -0.566
H1 -0.31 1.56 0.37  0.431
H2 -1.65 -0.62 -0.59  0.262
H3 -1.81 -0.60 1.15  0.314
H4 0.15 -2.00 0.54  0.304
H5 0.73 -0.51 1.35  0.328
H6 1.66 0.66 -2.00  0.404

* total charge: 0
* spin multiplicity: 1
* HOMO level: -9.972 eV
* relative energy (zero: lowest compared OMol25 entry of this formula, charge and spin): 122.4 kJ/mol

Record 5
Molecular formula: C3H6O3
Method: DFT, wB97M-V/def2-TZVPD

Each line ends with the Mulliken charge.
Atoms and positions in Å:
O1 -1.51 -0.40 -0.90  -0.555
C1 -0.17 -0.04 -1.02  -0.193
C2 0.36 0.94 -0.01  -0.135
O2 -0.54 1.18 1.03  -0.602
C3 0.85 -0.49 0.00  -0.020
O3 0.50 -1.17 1.17  -0.595
H1 -1.88 0.21 -0.25  0.363
H2 0.18 0.03 -2.05  0.337
H3 0.98 1.79 -0.27  0.333
H4 -0.34 0.47 1.68  0.384
H5 1.85 -0.74 -0.36  0.326
H6 -0.24 -1.76 0.99  0.357

* total charge: 0
* spin multiplicity: 1
* HOMO level: -9.671 eV
* relative energy (zero: lowest compared OMol25 entry of this formula, charge and spin): 217.0 kJ/mol

Record 6
Molecular formula: C3H6O3
Method: DFT, wB97M-V/def2-TZVPD

Each line ends with the Mulliken charge.
Atoms and positions in Å:
C1 -1.40 0.22 -0.92  -0.757
C2 -1.53 -0.47 0.20  -0.001
O1 -0.85 -1.65 0.40  -0.529
H1 -1.63 1.28 -0.90  0.260
H2 -0.75 -0.05 -1.75  0.347
H3 -2.15 -0.08 0.99  0.310
H4 -1.47 -2.38 0.52  0.317
O2 2.14 0.80 1.67  -0.488
C3 2.25 0.90 0.48  0.205
O3 1.60 0.21 -0.44  -0.355
H5 2.95 1.57 -0.02  0.330
H6 0.83 -0.35 -0.23  0.360

* total charge: 0
* spin multiplicity: 1
* HOMO level: -10.122 eV
* relative energy (zero: lowest compared OMol25 entry of this formula, charge and spin): 168.9 kJ/mol

| no. | orbital gap (eV) |
| --- | --- |
| 1 | 11.18 |
| 2 | 10.91 |
| 3 | 11.30 |
| 4 | 10.81 |
| 5 | 10.39 |
| 6 | 10.77 |